{
  "formula": "C46H56N3O4ReSeTe",
  "method": "the ωB97M-V functional and the def2-TZVPD basis",
  "elements": ["Re", "C", "C", "C", "C", "C", "C", "C", "Se", "C", "C", "C", "C", "C", "C", "O", "C", "C", "C", "C", "C", "C", "C", "C", "C", "O", "C", "C", "C", "C", "C", "C", "H", "H", "H", "H", "H", "H", "H", "H", "H", "H", "H", "H", "H", "H", "H", "H", "H", "H", "H", "H", "H", "H", "H", "H", "H", "H", "H", "H", "H", "H", "H", "H", "H", "H", "H", "H", "H", "H", "H", "H", "O", "C", "O", "C", "C", "C", "N", "C", "C", "C", "C", "C", "C", "C", "N", "C", "C", "C", "C", "C", "N", "H", "H", "H", "H", "H", "H", "H", "H", "H", "H", "C", "Te", "C", "H", "H", "H", "H", "H", "H"],
  "positions_angstrom": [[0.0262, -0.0425, -0.0041], [-5.7711, -0.7274, 4.3354], [-5.0906, -2.1036, 4.2280], [-4.9341, -2.6710, 5.6409], [-5.9740, -3.0623, 3.4191], [-3.7538, -1.8830, 3.5308], [-3.7017, -1.3923, 2.2349], [-2.4950, -0.9765, 1.7041], [-2.5009, 0.0324, 0.0226], [-2.5469, -0.9062, -1.7109], [-3.7499, -1.2416, -2.3011], [-3.7885, -1.6120, -3.6389], [-2.5685, -1.7708, -4.2967], [-1.3393, -1.4681, -3.7304], [-1.3364, -0.8813, -2.4395], [-0.2394, -0.3045, -1.9437], [-0.0215, -1.8010, -4.4409], [0.7156, -2.8297, -3.5644], [-0.2513, -2.4174, -5.8224], [0.8603, -0.5546, -4.6305], [-5.1249, -1.7130, -4.3666], [-6.0760, -2.6860, -3.6589], [-4.9711, -2.1704, -5.8196], [-5.7303, -0.2974, -4.3727], [-1.2866, -0.9807, 2.4390], [-0.2027, -0.3203, 1.9996], [-1.3013, -1.7073, 3.6586], [-2.5351, -2.0855, 4.1731], [-0.0202, -2.1437, 4.3803], [0.8935, -0.9567, 4.6989], [-0.2987, -2.8769, 5.6977], [0.7227, -3.1248, 3.4606], [-6.7301, -0.8234, 4.8454], [-5.9434, -0.2959, 3.3494], [-5.1439, -0.0382, 4.9026], [-5.9186, -2.7772, 6.0955], [-4.3482, -2.0067, 6.2768], [-4.4679, -3.6573, 5.6259], [-6.9255, -3.2069, 3.9309], [-5.4884, -4.0336, 3.3180], [-6.1829, -2.6715, 2.4232], [-4.5979, -1.3175, 1.6319], [-4.6636, -1.1895, -1.7228], [-2.5803, -2.1271, -5.3137], [0.0960, -3.7149, -3.4079], [0.9565, -2.4005, -2.5919], [1.6481, -3.1394, -4.0378], [-0.8287, -3.3407, -5.7643], [0.7122, -2.6546, -6.2723], [-0.7592, -1.7151, -6.4844], [1.1743, -0.1369, -3.6803], [0.3167, 0.2144, -5.1812], [1.7526, -0.8224, -5.1973], [-5.6427, -3.6864, -3.6261], [-7.0160, -2.7421, -4.2078], [-6.3019, -2.3692, -2.6407], [-4.5544, -3.1771, -5.8749], [-4.3417, -1.4868, -6.3896], [-5.9503, -2.1890, -6.2969], [-5.8933, 0.0684, -3.3588], [-6.6859, -0.2987, -4.8979], [-5.0586, 0.3967, -4.8799], [-2.5502, -2.5598, 5.1390], [0.3287, -0.1507, 5.1668], [1.3556, -0.5863, 3.7879], [1.6849, -1.2668, 5.3820], [-0.7994, -2.2332, 6.4216], [0.6539, -3.1800, 6.1311], [-0.8878, -3.7804, 5.5383], [0.9910, -2.6436, 2.5218], [0.0972, -3.9927, 3.2433], [1.6376, -3.4721, 3.9430], [6.6893, -1.0777, 1.1665], [6.1806, 0.0402, 1.1144], [6.4993, 1.1939, 1.4104], [4.6654, -0.0118, 0.5723], [4.0089, -1.2352, 0.4919], [2.6515, -1.2363, 0.2294], [1.9994, -0.0672, 0.0668], [2.6308, 1.1235, 0.1018], [3.9909, 1.1784, 0.3443], [1.7345, 2.2763, -0.0935], [2.1997, 3.5669, -0.3040], [1.2949, 4.6042, -0.4297], [-0.0670, 4.3260, -0.3475], [-0.4677, 3.0170, -0.2096], [0.3952, 1.9945, -0.1159], [1.7597, -2.4066, 0.1607], [2.2092, -3.7164, 0.2194], [1.2953, -4.7566, 0.1732], [-0.0572, -4.4659, 0.0694], [-0.4434, -3.1418, 0.0017], [0.4301, -2.1329, 0.0466], [4.5711, -2.1392, 0.6839], [4.5274, 2.1144, 0.4065], [3.2629, 3.7489, -0.3520], [1.6416, 5.6156, -0.5896], [-0.8034, 5.1137, -0.4034], [-1.5192, 2.7670, -0.1663], [3.2663, -3.9200, 0.3062], [1.6293, -5.7829, 0.2382], [-0.8034, -5.2458, 0.0410], [-1.4887, -2.8737, -0.0786], [3.4793, 1.6506, 3.7337], [1.4831, 2.1553, 3.1304], [1.8663, 4.2722, 3.2400], [4.2001, 2.2685, 3.2033], [3.6644, 0.6059, 3.4966], [3.5813, 1.8007, 4.8043], [2.0829, 4.5309, 4.2722], [0.9772, 4.8082, 2.9161], [2.7106, 4.5495, 2.6121]],
  "mulliken_charge": [1.079, -1.588, 1.920, -2.168, -1.656, -0.588, -0.630, -0.105, -0.302, -0.015, -0.875, -0.555, -0.219, -0.307, 0.974, -0.841, 2.203, -1.517, -2.394, -1.620, 1.954, -1.705, -2.160, -1.576, 1.058, -0.669, -0.550, -0.476, 2.239, -1.094, -2.593, -1.532, 0.442, 0.344, 0.364, 0.449, 0.412, 0.416, 0.470, 0.375, 0.303, 0.576, 0.552, 0.750, 0.320, 0.174, 0.477, 0.452, 0.434, 0.479, 0.118, 0.341, 0.514, 0.383, 0.477, 0.290, 0.411, 0.423, 0.443, 0.336, 0.433, 0.366, 0.754, 0.479, -0.654, 0.499, 0.472, 0.490, 0.484, 0.216, 0.442, 0.516, -0.694, 0.265, -0.675, -0.906, -0.877, 0.644, 0.826, -0.093, -0.435, 0.916, -0.703, -0.702, -0.830, -0.229, 0.565, 0.073, -0.208, -1.114, -1.338, -0.179, 1.208, 0.664, 0.586, 0.589, 0.503, 0.495, 0.501, 0.605, 0.541, 0.597, 0.304, -1.175, 0.445, -1.130, 0.429, 0.266, 0.487, 0.392, 0.319, 0.352],
  "homo_ev": [-10.093, -10.082],
  "multiplicity": 2,
  "total_charge": 1,
  "mol_weight_g_mol": 1107.74,
  "e_lumo_ev": [-5.139, -4.814],
  "total_energy_ev": -136036.2061,
  "fmax_ev_per_a": 2.50,
  "s2": 0.8863,
  "relative_energy_ev": 1.221
}


{
  "formula": "C46H57AsNP2RuSi2",
  "method": "the ωB97M-V functional and the def2-TZVPD basis",
  "elements": ["Ru", "C", "P", "C", "C", "C", "C", "C", "C", "C", "C", "C", "C", "C", "C", "C", "C", "C", "C", "C", "P", "C", "C", "C", "C", "C", "C", "C", "C", "C", "C", "C", "C", "N", "H", "H", "H", "H", "H", "H", "H", "H", "H", "H", "H", "H", "H", "H", "H", "H", "H", "H", "H", "H", "H", "H", "H", "H", "H", "H", "C", "Si", "C", "C", "C", "C", "C", "C", "C", "Si", "C", "C", "H", "H", "H", "H", "H", "H", "H", "H", "H", "H", "H", "H", "H", "H", "H", "H", "C", "C", "As", "C", "C", "C", "C", "H", "H", "H", "H", "H", "H", "H", "H", "H", "H", "H", "H", "H", "H", "H"],
  "positions_angstrom": [[-0.5334, 0.6638, -0.4148], [1.7105, 0.9654, 1.9311], [0.1025, 0.0970, 2.1800], [0.6536, -1.1929, 3.3583], [1.6426, -2.0872, 2.9411], [2.1413, -3.0387, 3.8125], [1.6416, -3.1314, 5.1057], [0.6568, -2.2519, 5.5233], [0.1693, -1.2798, 4.6575], [-0.9578, 1.1693, 3.1915], [-0.5989, 2.4551, 3.5832], [-1.5162, 3.2749, 4.2262], [-2.7909, 2.8089, 4.5050], [-3.1452, 1.5142, 4.1517], [-2.2380, 0.7045, 3.4917], [2.3525, 0.3265, 0.7368], [3.6485, -0.0789, 0.5131], [3.7014, -0.5352, -0.8305], [2.4323, -0.3819, -1.3429], [1.9519, -0.5541, -2.7509], [0.1310, -0.3267, -2.8535], [-0.1154, 0.6659, -4.3667], [-1.2736, 1.4262, -4.4705], [-1.5611, 2.1235, -5.6345], [-0.6839, 2.0691, -6.7061], [0.4750, 1.3098, -6.6139], [0.7547, 0.6052, -5.4545], [-0.5932, -1.8932, -3.4757], [0.1270, -2.9607, -4.0032], [-0.5327, -4.0287, -4.5962], [-1.9166, -4.0419, -4.6726], [-2.6435, -2.9906, -4.1335], [-1.9849, -1.9290, -3.5363], [1.5924, 0.1189, -0.3906], [2.3354, 0.8858, 2.8223], [1.5158, 2.0235, 1.7344], [2.0352, -2.0250, 1.9351], [2.9148, -3.7178, 3.4763], [2.0229, -3.8828, 5.7844], [0.2665, -2.3100, 6.5309], [-0.5873, -0.5925, 5.0084], [0.3987, 2.8268, 3.3886], [-1.2317, 4.2805, 4.5076], [-3.5085, 3.4528, 4.9957], [-4.1378, 1.1426, 4.3726], [-2.5235, -0.2986, 3.1989], [4.4632, -0.0329, 1.2186], [4.5687, -0.8952, -1.3603], [2.2573, -1.5154, -3.1617], [2.3950, 0.2164, -3.3895], [-1.9515, 1.4801, -3.6275], [-2.4646, 2.7158, -5.6975], [-0.9011, 2.6166, -7.6134], [1.1594, 1.2604, -7.4507], [1.6510, -0.0001, -5.4065], [1.2065, -2.9772, -3.9708], [0.0422, -4.8508, -5.0022], [-2.4270, -4.8732, -5.1402], [-3.7250, -2.9966, -4.1762], [-2.5557, -1.1069, -3.1218], [-4.1712, 0.4484, -1.9090], [-3.0373, 0.4524, -0.3795], [-3.9014, -0.7724, 0.7997], [-3.2882, 2.2406, 0.3259], [-4.5346, 2.4824, 0.9168], [-4.9082, 3.7365, 1.3695], [-4.0261, 4.7990, 1.2427], [-2.7844, 4.5810, 0.6717], [-2.3886, 3.3221, 0.2053], [-0.6068, 3.1760, -0.4654], [0.5042, 4.2557, 0.6374], [-0.4849, 4.0319, -2.1494], [-5.1251, 0.8901, -1.6066], [-4.3786, -0.5666, -2.2519], [-3.8017, 1.0283, -2.7535], [-4.2639, -0.2678, 1.6950], [-3.2327, -1.5736, 1.1163], [-4.7589, -1.2305, 0.3025], [-5.2430, 1.6672, 1.0234], [-5.8825, 3.8846, 1.8195], [-4.3038, 5.7869, 1.5894], [-2.0992, 5.4192, 0.5901], [0.4862, 5.2752, 0.2424], [1.5468, 3.9358, 0.6399], [0.1426, 4.2895, 1.6654], [-0.9688, 5.0096, -2.0649], [-0.9481, 3.4972, -2.9728], [0.5633, 4.1973, -2.4043], [-1.2824, -5.7056, 2.6643], [-0.2661, -5.3432, 1.5888], [-0.5960, -3.5263, 0.9020], [-2.1586, -3.8638, -0.2630], [-2.1382, -5.0421, -1.2227], [0.8425, -3.3841, -0.4479], [1.4484, -4.6570, -1.0217], [-1.1316, -6.7210, 3.0364], [-2.3041, -5.6460, 2.2823], [-1.2102, -5.0222, 3.5126], [-0.2709, -6.0705, 0.7757], [0.7440, -5.3336, 2.0061], [-2.2994, -2.9256, -0.8094], [-3.0104, -3.9434, 0.4185], [-1.3678, -4.9213, -1.9845], [-3.0943, -5.1346, -1.7445], [-1.9598, -5.9855, -0.7034], [1.6330, -2.7755, -0.0047], [0.4118, -2.7668, -1.2384], [1.9207, -5.2586, -0.2432], [2.2246, -4.4119, -1.7517], [0.7109, -5.2853, -1.5200]],
  "nbo_charge": [0.893, -0.736, 0.898, -0.227, -0.233, -0.220, -0.198, -0.215, -0.229, -0.389, -0.203, -0.196, -0.198, -0.223, -0.146, 0.074, -0.303, -0.343, 0.183, -0.760, 0.899, -0.360, -0.202, -0.207, -0.197, -0.225, -0.138, -0.349, -0.205, -0.211, -0.203, -0.214, -0.148, -0.664, 0.247, 0.242, 0.237, 0.215, 0.212, 0.214, 0.222, 0.216, 0.215, 0.216, 0.216, 0.216, 0.215, 0.212, 0.237, 0.246, 0.223, 0.219, 0.216, 0.216, 0.203, 0.212, 0.218, 0.217, 0.217, 0.216, -1.104, 0.970, -1.120, -0.445, -0.154, -0.231, -0.214, -0.205, -0.461, 1.041, -1.113, -1.101, 0.235, 0.222, 0.222, 0.230, 0.242, 0.231, 0.192, 0.208, 0.209, 0.200, 0.232, 0.239, 0.235, 0.230, 0.234, 0.235, -0.617, -0.719, 0.867, -0.723, -0.621, -0.723, -0.618, 0.207, 0.200, 0.212, 0.208, 0.218, 0.225, 0.215, 0.206, 0.206, 0.200, 0.227, 0.214, 0.205, 0.204, 0.204],
  "homo_ev": [-5.600, -7.241],
  "multiplicity": 6,
  "mol_weight_g_mol": 918.08,
  "e_lumo_ev": [0.633, -1.164],
  "total_energy_ev": -147868.7226,
  "fmax_ev_per_a": 0.68,
  "s2": 8.7625
}